[1]
An isolated molecule of C17H21FN2O4. Source: the OMol25 dataset; level of theory: the ωB97M-V functional and the def2-TZVPD basis.

Computed properties:
* net charge: 0
* structure (SMILES): CCCCCCC(=O)N(O)[C@H]1CC(=O)N(c2ccc(F)cc2)C1=O
* HOMO-LUMO gap: 9.844 eV
* HOMO energy: -0.3422 hartree

Geometry (Å):
C -9.07826 -0.99378 0.01858
C -7.87636 -0.94549 0.95385
C -6.64558 -0.35825 0.26626
C -5.44129 -0.31203 1.20392
C -4.22250 0.38429 0.59950
C -3.60575 -0.40504 -0.56232
C -2.39718 0.31879 -1.09312
O -2.37723 0.98102 -2.10832
N -1.27443 0.23477 -0.32176
C -0.03615 0.85276 -0.72430
C 1.13014 -0.11708 -0.58235
O 1.09716 -1.30243 -0.79234
N 2.21021 0.59711 -0.11374
C 1.88934 1.90560 0.25559
O 2.67958 2.71880 0.63965
C 0.39631 2.06968 0.09185
H 0.15341 3.02538 -0.36858
H -0.06426 2.04420 1.08300
C 3.50879 0.04048 0.02230
C 4.01244 -0.77230 -0.98628
C 5.27325 -1.32366 -0.85954
C 6.01530 -1.04197 0.27378
C 5.52949 -0.23065 1.28361
C 4.26341 0.30939 1.15768
H 3.86840 0.94410 1.93384
H 6.13570 -0.03267 2.15281
F 7.24571 -1.57374 0.39761
H 5.68363 -1.95993 -1.62697
H 3.41903 -0.97858 -1.86236
H -0.17413 1.10993 -1.78318
O -1.22796 -0.54171 0.82978
H -0.80968 -1.39309 0.60485
H -4.31888 -0.48985 -1.38111
H -3.32651 -1.40170 -0.21707
H -4.50783 1.37608 0.24289
H -3.46631 0.50658 1.37719
H -5.16889 -1.32846 1.49736
H -5.72629 0.22598 2.11129
H -6.41184 -0.96268 -0.61177
H -6.87387 0.65350 -0.07676
H -7.64689 -1.95511 1.30265
H -8.12332 -0.34194 1.83037
H -8.86046 -1.60876 -0.85198
H -9.33386 0.00613 -0.32532
H -9.94318 -1.41326 0.52705



[2]
An isolated molecule of C17H21N3O3 in a non-equilibrium geometry. Source: the OMol25 dataset; level of theory: the ωB97M-V functional and the def2-TZVPD basis.

Computed properties:
* net charge: 0
* structure (SMILES): Cc1cc(-c2ccccc2)nn(CC[N+]2([O-])CCOCC2)c1=O
* HOMO-LUMO gap: 8.234 eV
* HOMO energy: -0.3059 hartree

Geometry (Å):
O 2.43228 -0.11293 -0.53529
O -1.51833 -1.71769 -3.19323
N -0.66672 1.07205 0.75047
O 1.77212 -3.83244 -3.20938
C 1.62048 0.36314 0.26060
C -0.34247 1.74132 1.82770
C 1.10125 1.66770 2.28415
C 2.04136 0.97846 1.53603
C -3.59691 3.72028 3.85724
C -2.30066 3.85801 4.33096
C -3.79857 2.99741 2.70576
C -1.20964 3.29266 3.67125
C -2.75635 2.37344 2.04022
C -1.40349 2.51360 2.53049
N 0.26074 0.47495 -0.08707
C 3.53628 0.92124 1.86438
C 1.92351 -2.43100 -3.40843
C 0.78704 -4.20257 -2.26851
C -0.18755 0.09126 -1.40741
C 0.60757 -1.77225 -3.67544
C -0.57970 -3.52455 -2.55541
C -0.23296 -1.43328 -1.44878
N -0.45920 -2.09610 -2.71938
H 1.38053 2.08995 3.21813
H -4.42955 4.15012 4.40447
H -2.12445 4.42130 5.26136
H -4.81092 2.88648 2.35729
H -0.24077 3.48348 4.08697
H -2.97197 1.79023 1.14280
H 3.71344 -0.11405 2.08481
H 4.14461 1.34599 1.01548
H 3.76705 1.54124 2.73734
H 2.38671 -2.03729 -2.52101
H 2.65137 -2.25774 -4.18469
H 0.62859 -5.29574 -2.23903
H 1.10380 -3.92462 -1.26242
H -1.17697 0.51497 -1.67924
H 0.52092 0.47993 -2.14856
H 0.27527 -2.12855 -4.64531
H 0.67811 -0.67840 -3.77510
H -1.23695 -3.75540 -1.70850
H -1.03806 -3.92427 -3.46132
H 0.75085 -1.77056 -1.09302
H -1.00170 -1.75980 -0.74138



[3]
An isolated molecule of C17H21N3O4S in a non-equilibrium geometry. Source: the OMol25 dataset; level of theory: the ωB97M-V functional and the def2-TZVPD basis.

Computed properties:
* net charge: 0
* structure (SMILES): COc1ccc(OCc2nnc(SCC(=O)N3CCCCC3)o2)cc1
* HOMO-LUMO gap: 8.806 eV
* HOMO energy: -0.2992 hartree

Geometry (Å):
C -8.54096 -0.18104 0.39839
H -8.35849 -0.63243 1.37930
O -7.62558 0.85035 0.12457
C -6.29827 0.54031 0.05990
C -5.76228 -0.72398 0.24939
C -4.39117 -0.93051 0.15925
C -3.53962 0.12507 -0.12255
C -4.07939 1.39908 -0.31130
C -5.43514 1.60317 -0.22140
H -5.85966 2.58358 -0.36578
H -3.40498 2.21118 -0.52816
O -2.17551 0.03794 -0.23824
C -1.58122 -1.21481 -0.06901
C -0.11423 -1.08240 -0.26773
N 0.57699 -0.05250 -0.60751
N 1.87044 -0.43404 -0.66374
C 1.89865 -1.69282 -0.34375
S 3.28758 -2.69549 -0.23535
C 4.49246 -1.34122 -0.38870
H 5.47824 -1.79280 -0.28228
H 4.36469 -0.91317 -1.37868
C 4.21856 -0.34373 0.74417
O 3.72240 -0.72926 1.78488
N 4.58430 0.93287 0.53821
C 5.09092 1.50400 -0.68929
H 5.56247 0.74234 -1.30831
C 3.95786 2.21710 -1.43027
C 3.38487 3.31151 -0.53319
C 2.92877 2.69988 0.78902
C 4.08401 1.94746 1.44986
H 3.75349 1.44713 2.36040
H 4.90282 2.63308 1.69160
H 2.56478 3.47438 1.46504
H 2.11663 1.99786 0.59514
H 2.54199 3.79506 -1.02778
H 4.14933 4.07081 -0.34546
H 4.33342 2.63915 -2.36350
H 3.17226 1.49435 -1.65573
H 5.86319 2.23269 -0.41431
O 0.66894 -2.18145 -0.08501
H -1.96570 -1.94670 -0.79929
H -1.75892 -1.61584 0.94245
H -4.01674 -1.93020 0.31550
H -6.39289 -1.57062 0.47011
H -8.51243 -0.96001 -0.37082
H -9.52340 0.28853 0.39696



[4]
A structure of composition C17H21N5O2ReS in a non-equilibrium geometry. Source: the OMol25 dataset; level of theory: the ωB97M-V functional and the def2-TZVPD basis.

Computed properties:
* expectation value of S²: 3.7928
* multiplicity: 4
* net charge: +4
* HOMO-LUMO gap (alpha / beta): 6.427 / 2.760 eV
* HOMO energy (alpha / beta): -0.7705 / -0.7699 hartree

Geometry (Å):
N -0.80376 4.52769 0.70497
C -0.08109 5.31610 0.25100
C 0.81019 6.33100 -0.31584
H 0.22936 7.20274 -0.65838
H 1.37035 5.93152 -1.17882
H 1.53438 6.67412 0.44244
N 3.56792 -1.75241 0.06141
C 4.21143 -2.31327 -0.73791
C 5.12197 -3.05394 -1.58711
H 5.49034 -2.43087 -2.41157
H 4.62684 -3.93357 -2.01534
H 5.97289 -3.37892 -0.98804
N -3.08047 -3.52289 -1.34616
C -4.06301 -3.15967 -0.81097
C -5.24532 -2.65628 -0.14530
H -5.44338 -3.20493 0.79337
H -6.12846 -2.75763 -0.79045
H -5.11731 -1.58256 0.07356
Re 0.45427 0.00402 -1.01386
C 0.39525 -1.70499 0.02976
O 0.31263 -2.65857 0.69124
C 1.74957 0.95940 0.15935
O 2.42059 1.56611 0.89325
C 1.19202 1.18990 -2.74004
C -0.19580 1.28924 -2.62031
C -0.97469 0.10678 -2.60426
C -0.32299 -1.13508 -2.73161
C 1.07322 -1.21193 -2.72222
C 1.82863 -0.04518 -2.72542
H 1.77610 2.09072 -2.77703
H -0.68122 2.24804 -2.49488
H -2.04181 0.15608 -2.41675
H -0.92997 -2.03554 -2.70301
H 1.56789 -2.17193 -2.70948
H 2.91081 -0.10385 -2.74727
S -1.18158 0.91435 0.62765
C -1.11737 0.28226 2.22220
N -0.03493 0.16596 2.99761
C -0.36680 -0.25214 4.34398
C -1.88729 -0.40084 4.29898
N -2.19597 -0.09122 2.91939
H 0.89725 0.44905 2.71326
H -0.05356 0.50273 5.07783
H 0.13387 -1.19756 4.59179
H -2.38096 0.30596 4.98023
H -2.19314 -1.41479 4.57872
H -3.12691 -0.04324 2.54005



Across the entries above, ΔE to the lowest compared entry with this formula, charge and spin takes the values 0.000 7.177 3.430 1.195 eV, respectively.
Across the entries above, E_tot takes the values -31857.640 -28578.282 -41464.253 -42431.732 eV, respectively.